(1)
The following is a quantum chemistry calculation of C20H44BKN3O3PSi2Te as an isolated structure, from the OMol25 dataset.

```
! RIJCOSX wB97M-V def2-TZVPD def2/J DEFGRID3
* xyz 0 1
K 0.93 0.67 -0.49
O -0.42 3.73 -0.44
B -0.77 2.72 -1.44
O -1.90 3.30 -2.13
C -2.17 4.52 -1.59
C -3.16 5.42 -1.94
C -3.22 6.60 -1.21
C -2.32 6.87 -0.18
C -1.32 5.96 0.16
C -1.27 4.78 -0.57
H -3.85 5.20 -2.75
H -3.98 7.33 -1.45
H -2.40 7.80 0.36
H -0.61 6.16 0.95
C 1.02 -3.48 -4.02
Si -0.79 -3.67 -4.48
C -1.13 -2.86 -6.14
C -1.24 -5.49 -4.56
C -1.86 -2.86 -3.17
Te -1.39 -0.82 -2.77
C -3.23 -0.36 -1.79
Si -4.68 0.15 -2.86
C -4.99 -1.17 -4.17
C -4.39 1.80 -3.66
C -6.17 0.24 -1.71
H 1.67 -3.96 -4.75
H 1.22 -3.93 -3.05
H 1.32 -2.43 -3.97
H -0.52 -3.32 -6.92
H -0.91 -1.79 -6.13
H -2.18 -2.98 -6.43
H -0.67 -6.02 -5.33
H -2.30 -5.62 -4.80
H -1.06 -5.99 -3.61
H -1.80 -3.42 -2.23
H -2.90 -2.90 -3.51
H -2.98 0.41 -1.05
H -3.47 -1.28 -1.23
H -4.12 -1.30 -4.82
H -5.83 -0.88 -4.80
H -5.23 -2.13 -3.72
H -3.50 1.81 -4.30
H -4.24 2.58 -2.91
H -5.26 2.07 -4.28
H -6.37 -0.73 -1.25
H -7.08 0.55 -2.24
H -6.01 0.97 -0.91
C 1.35 4.13 3.89
N 1.50 3.22 2.77
C 2.47 3.63 1.77
P 0.88 1.69 2.87
O 1.54 0.81 1.87
N -0.75 1.85 2.68
C -1.59 0.67 2.78
C -1.47 3.09 2.48
N 1.06 1.06 4.39
C 2.34 0.50 4.77
C 0.20 1.37 5.51
H 1.17 5.15 3.52
H 2.25 4.16 4.52
H 0.50 3.86 4.51
H 2.23 4.63 1.41
H 2.45 2.95 0.93
H 3.49 3.64 2.19
H -0.98 -0.23 2.89
H -2.19 0.56 1.87
H -2.27 0.73 3.63
H -0.79 3.89 2.19
H -2.02 3.38 3.39
H -2.19 2.97 1.67
H 2.90 0.22 3.88
H 2.19 -0.40 5.37
H 2.94 1.20 5.36
H -0.75 1.80 5.16
H 0.66 2.09 6.19
H -0.02 0.46 6.07
*
```

- orbital gap (eV) = 6.3
- molar mass (g/mol) = 639.25
- HOMO energy (Eh) = -0.2287
- LUMO (eV) = 0.080
- relative energy (zero: lowest compared OMol25 entry of this formula, charge and spin) (kJ/mol) = 29.90

Here are the Löwdin charges for atoms 1 to 5, given in e: K 0.6117; O -0.0107; B -0.4254; O 0.0286; C -0.2416

(2)
The following is a quantum chemistry calculation of a 5-piece molecular cluster, C20H44FN4O4S4 overall at a distorted geometry, from the OMol25 dataset.

```
! RIJCOSX wB97M-V def2-TZVPD def2/J DEFGRID3
* xyz 1 1
C -4.99 4.49 -1.63
C -4.20 3.41 -1.13
C -3.36 2.21 -0.37
C -3.93 0.70 -0.64
C -3.07 -0.18 -1.73
N -1.60 -0.34 -1.39
C -0.57 0.47 -1.82
N 0.86 0.17 -1.33
C 1.60 1.30 -2.00
C 3.18 1.77 -1.97
C 4.26 0.56 -2.18
C 3.71 -0.62 -3.18
N 0.63 2.11 -2.83
C 0.82 3.32 -3.72
C 0.20 4.66 -2.96
N -0.70 1.65 -2.76
F -1.77 2.22 -3.38
H -5.60 5.15 -2.42
H -2.22 2.37 -0.60
H -3.49 2.41 0.80
H -5.08 0.78 -0.91
H -3.89 0.10 0.38
H -3.53 -1.28 -1.70
H -3.23 0.18 -2.86
H -1.33 -1.11 -0.71
H 3.37 2.22 -0.89
H 3.44 2.62 -2.74
H 4.59 0.16 -1.11
H 5.25 1.07 -2.62
H 2.91 -1.24 -2.56
H 4.61 -1.28 -3.55
H 3.15 -0.06 -4.07
H 1.94 3.57 -3.99
H 0.21 3.16 -4.71
H 0.00 4.31 -1.84
H 0.93 5.58 -3.01
H -0.84 4.85 -3.48
C 8.87 0.42 -0.09
S 8.18 2.06 -0.46
O 6.85 1.85 -1.12
C 9.38 2.47 -1.75
H 8.26 -0.05 0.67
H 8.86 -0.19 -1.00
H 9.89 0.53 0.28
H 9.34 1.73 -2.55
H 10.38 2.51 -1.33
H 9.12 3.45 -2.16
C 9.56 -0.85 5.28
S 9.08 -1.56 3.69
O 9.42 -0.55 2.63
C 7.30 -1.48 3.97
H 10.64 -0.77 5.32
H 9.11 0.14 5.40
H 9.22 -1.51 6.09
H 7.00 -0.45 4.17
H 7.03 -2.11 4.82
H 6.79 -1.84 3.08
C -7.99 -2.21 0.83
S -6.60 -1.98 -0.30
O -6.77 -0.64 -0.96
C -7.11 -3.24 -1.48
H -7.90 -1.49 1.65
H -8.93 -2.05 0.31
H -7.96 -3.22 1.24
H -8.11 -3.01 -1.87
H -7.11 -4.22 -1.00
H -6.40 -3.25 -2.31
C -8.81 -5.31 4.59
S -10.14 -4.12 4.27
O -10.13 -3.83 2.80
C -9.35 -2.73 5.11
H -9.07 -6.26 4.12
H -7.87 -4.95 4.17
H -8.71 -5.46 5.67
H -8.37 -2.53 4.65
H -9.22 -2.96 6.17
H -9.99 -1.85 5.00
*
```

- orbital gap (eV) = 7.8
- molar mass (g/mol) = 551.86
- HOMO energy (Eh) = -0.3875
- LUMO (eV) = -2.757

Here are the Löwdin charges for atoms 1 to 5, given in e: C 0.0440; C -0.0971; C -0.2101; C -0.1839; C -0.1534

(3)
The following is a quantum chemistry calculation of C20H44GaN2O5 as an isolated structure, from the OMol25 dataset.

```
! RIJCOSX wB97M-V def2-TZVPD def2/J DEFGRID3
* xyz -1 1
C 3.03 0.80 2.38
N 3.11 0.55 0.93
C 4.12 1.39 0.29
C 3.39 -0.87 0.68
O 4.53 -1.28 0.90
C 2.24 -1.64 0.21
Ga 0.55 -1.50 1.42
C -0.44 0.11 0.71
C -1.31 0.95 1.66
C -1.37 2.44 1.25
C -0.21 3.32 1.75
N 0.92 3.48 0.85
H 3.23 -0.12 2.95
H 2.03 1.15 2.67
H 3.76 1.55 2.69
H 3.84 2.44 0.43
H 5.13 1.24 0.70
H 4.14 1.17 -0.79
H 2.56 -2.68 0.06
H 1.88 -1.18 -0.73
H 0.96 -1.37 2.98
H -0.31 -2.87 1.21
H -1.05 -0.18 -0.16
H 0.38 0.74 0.31
H -2.32 0.55 1.70
H -0.91 0.89 2.69
H -1.33 2.46 0.14
H -2.33 2.90 1.54
H 0.19 2.89 2.69
H -0.59 4.33 2.01
H 0.68 3.99 0.00
H 1.31 2.58 0.59
C 4.93 -2.29 -2.94
C 3.55 -1.84 -3.33
O 3.11 -0.77 -2.98
C 2.73 -2.81 -4.15
H 5.41 -1.52 -2.33
H 4.87 -3.21 -2.36
H 5.53 -2.50 -3.83
H 2.61 -3.75 -3.60
H 3.24 -3.04 -5.09
H 1.75 -2.38 -4.35
C 2.51 3.38 -2.84
C 1.40 4.38 -2.66
O 1.52 5.32 -1.90
C 0.13 4.13 -3.43
H 3.37 3.65 -2.23
H 2.17 2.38 -2.56
H 2.80 3.33 -3.90
H -0.28 3.16 -3.16
H 0.34 4.12 -4.50
H -0.60 4.91 -3.20
C -5.59 -0.85 4.90
C -5.30 -0.14 3.59
O -4.22 -0.21 3.06
C -6.43 0.67 3.00
H -4.71 -1.40 5.22
H -5.88 -0.13 5.66
H -6.43 -1.55 4.76
H -6.75 1.44 3.71
H -7.29 0.03 2.81
H -6.10 1.14 2.08
C -3.08 -3.21 -0.21
C -3.58 -3.87 -1.45
O -4.25 -3.31 -2.29
C -3.19 -5.33 -1.63
H -3.40 -2.17 -0.17
H -3.45 -3.73 0.68
H -1.99 -3.23 -0.15
H -3.56 -5.91 -0.78
H -2.10 -5.41 -1.62
H -3.59 -5.71 -2.56
*
```

- orbital gap (eV) = 7.3
- molar mass (g/mol) = 462.30
- HOMO energy (Eh) = -0.1763
- LUMO (eV) = 2.486

Here are the Löwdin charges for atoms 1 to 5, given in e: C -0.1005; N -0.1949; C -0.1148; C -0.5529; O 0.0153

(4)
The following is a quantum chemistry calculation of a 2-piece molecular cluster, C20H44N3O5 overall at a distorted geometry, from the OMol25 dataset.

```
! RIJCOSX wB97M-V def2-TZVPD def2/J DEFGRID3
* xyz 1 1
C 2.54 4.90 3.67
C 1.25 5.02 2.86
C 1.45 5.80 1.59
O 2.42 6.45 1.31
O 0.35 5.82 0.74
C 0.08 4.63 0.04
C 1.19 4.33 -0.97
C 0.84 3.21 -1.95
C 0.15 3.69 -3.25
N -1.28 3.27 -3.24
C -1.46 1.77 -3.14
C -0.36 1.23 -2.21
O -0.89 0.14 -1.57
C -0.15 -0.36 -0.45
C 1.27 -0.78 -0.78
N 2.02 -0.96 0.47
C 3.47 -0.84 0.33
C 4.06 -1.76 -0.72
C 5.58 -1.53 -0.85
O 3.74 -3.12 -0.46
O -0.03 2.28 -1.32
H 3.28 4.33 3.12
H 2.95 5.88 3.90
H 2.34 4.38 4.61
H 0.88 4.02 2.60
H 0.45 5.52 3.41
H -0.09 3.78 0.71
H -0.87 4.82 -0.49
H 2.10 4.05 -0.43
H 1.40 5.24 -1.52
H 1.76 2.68 -2.23
H 0.19 4.77 -3.37
H 0.61 3.23 -4.13
H -1.76 3.71 -2.45
H -1.73 3.60 -4.09
H -2.45 1.57 -2.72
H -1.40 1.35 -4.14
H 0.53 0.98 -2.80
H -0.71 -1.24 -0.12
H -0.17 0.36 0.37
H 1.77 -0.07 -1.45
H 1.24 -1.74 -1.31
H 1.70 -0.27 1.13
H 3.91 -1.13 1.29
H 3.80 0.19 0.14
H 3.60 -1.57 -1.70
H 5.85 -1.23 -1.87
H 5.95 -0.76 -0.18
H 6.10 -2.47 -0.65
H 3.81 -3.29 0.48
C -1.34 -3.03 2.09
C -1.91 -4.26 1.40
N -3.27 -4.56 1.82
C -3.72 -5.88 1.42
C -3.86 -6.18 -0.08
C -4.23 -3.48 1.66
C -4.40 -2.87 0.26
H -1.42 -3.12 3.17
H -0.28 -2.93 1.83
H -1.85 -2.12 1.78
H -1.30 -5.13 1.66
H -1.82 -4.14 0.31
H -4.68 -6.07 1.91
H -3.02 -6.61 1.86
H -4.72 -5.68 -0.52
H -4.00 -7.26 -0.22
H -2.97 -5.90 -0.63
H -3.95 -2.68 2.34
H -5.19 -3.84 2.01
H -3.43 -2.66 -0.21
H -4.94 -1.93 0.33
H -4.96 -3.52 -0.41
*
```

- orbital gap (eV) = 6.3
- molar mass (g/mol) = 406.59
- HOMO energy (Eh) = -0.3562
- LUMO (eV) = -3.370

Here are the Löwdin charges for atoms 1 to 5, given in e: C -0.0827; C -0.1486; C -0.4688; O 0.1536; O -0.0189

(5)
The following is a quantum chemistry calculation of C20H44N3OP2SW as an isolated structure at a distorted geometry, from the OMol25 dataset.

```
! RIJCOSX wB97M-V def2-TZVPD def2/J DEFGRID3
* xyz 3 3
W 0.07 0.01 -0.12
P 0.87 1.52 1.58
P -1.20 -1.34 -1.59
N -1.90 0.95 0.38
C -0.71 2.28 2.05
H -0.68 2.52 3.12
H -0.77 3.24 1.50
C -1.95 1.45 1.78
H -2.07 0.58 2.45
H -2.85 2.09 1.88
C -3.04 0.03 0.12
H -3.97 0.62 0.13
H -3.09 -0.69 0.96
C -2.84 -0.61 -1.24
H -3.03 0.13 -2.02
H -3.59 -1.40 -1.37
C -1.46 -3.16 -1.29
C -0.15 -3.94 -1.16
H -0.40 -5.01 -1.01
H 0.44 -3.62 -0.29
H 0.47 -3.87 -2.06
C -0.95 -1.01 -3.40
C 0.30 -1.70 -3.96
H 0.43 -1.39 -5.00
H 0.21 -2.80 -3.95
H 1.20 -1.41 -3.41
C 1.94 2.93 0.99
C 3.41 2.55 0.80
H 3.91 3.37 0.26
H 3.52 1.64 0.19
H 3.93 2.41 1.76
C 1.58 0.85 3.17
C 2.79 -0.05 2.96
H 3.12 -0.44 3.94
H 3.64 0.49 2.51
H 2.56 -0.91 2.32
C 0.16 -1.47 1.16
O 0.24 -2.37 1.95
C -2.18 -1.27 -4.29
H -2.39 -2.34 -4.40
H -3.08 -0.77 -3.93
H -1.96 -0.87 -5.29
C 1.80 4.22 1.81
H 2.32 5.02 1.28
H 0.75 4.54 1.93
H 2.25 4.13 2.80
C 1.87 1.94 4.22
H 2.07 1.45 5.18
H 2.77 2.52 3.96
H 1.03 2.63 4.37
C -2.40 -3.84 -2.30
H -1.93 -3.96 -3.28
H -2.63 -4.85 -1.92
H -3.36 -3.32 -2.42
H -1.95 -3.16 -0.30
H 0.75 0.23 3.55
H -0.77 0.07 -3.40
H 1.50 3.12 -0.01
H -2.14 1.78 -0.16
H 0.75 0.23 -1.68
S 2.33 -0.26 -1.02
C 2.86 -1.92 -1.01
N 2.93 -2.66 0.10
C 3.61 -3.91 -0.13
C 3.87 -3.90 -1.63
N 3.41 -2.58 -2.03
H 2.62 -2.34 1.01
H 2.96 -4.74 0.17
H 4.54 -3.95 0.44
H 3.28 -4.67 -2.15
H 4.92 -4.03 -1.86
H 3.46 -2.21 -2.98
*
```

- orbital gap (alpha / beta) (eV) = 6.2 / 5.7
- molar mass (g/mol) = 620.45
- HOMO energy (alpha / beta) (Eh) = -0.6563 / -0.6564
- LUMO (alpha / beta) (eV) = -11.663 / -12.145
- ⟨S²⟩ = 2.02

Here are the Löwdin charges for atoms 1 to 5, given in e: W 0.9251; P 0.9100; P 0.9018; N -0.2145; C -0.3045

(6)
The following is a quantum chemistry calculation of a 6-piece molecular cluster, C20H44N4O6 overall at a distorted geometry, from the OMol25 dataset.

```
! RIJCOSX wB97M-V def2-TZVPD def2/J DEFGRID3
* xyz -1 2
N -28.19 -12.67 2.93
H -28.59 -12.77 2.01
H -28.23 -11.76 3.38
H -27.24 -13.00 2.98
H -28.66 -13.26 3.59
N -26.31 -15.40 5.44
H -26.22 -14.95 6.34
H -25.57 -14.92 4.94
H -27.20 -15.04 5.12
H -26.19 -16.40 5.52
C -22.93 -11.66 4.55
C -22.88 -10.56 3.51
C -23.89 -10.63 2.25
O -23.97 -9.71 1.40
C -24.76 -11.77 2.22
C -24.72 -12.74 3.16
C -23.78 -12.70 4.39
O -23.82 -13.55 5.38
O -25.56 -13.74 2.98
O -22.03 -9.64 3.52
H -22.29 -11.64 5.42
H -25.51 -11.79 1.44
O -26.92 -14.11 7.81
C -28.06 -13.31 7.41
C -29.11 -13.90 6.40
O -28.84 -14.23 5.04
H -27.70 -12.34 7.09
H -28.60 -13.00 8.31
H -29.92 -13.18 6.25
H -29.58 -14.76 6.87
C -27.37 -14.50 -1.53
C -27.49 -13.95 -0.12
N -28.74 -13.29 0.30
C -28.98 -12.04 -0.43
C -30.15 -11.12 -0.05
C -29.90 -14.18 0.37
C -29.83 -15.28 1.44
H -27.68 -13.77 -2.27
H -27.97 -15.40 -1.68
H -26.34 -14.75 -1.77
H -27.34 -14.71 0.64
H -26.66 -13.24 -0.06
H -28.08 -11.41 -0.41
H -29.18 -12.39 -1.44
H -31.14 -11.54 -0.21
H -30.05 -10.89 1.02
H -29.99 -10.19 -0.61
H -30.12 -14.64 -0.59
H -30.76 -13.58 0.68
H -30.82 -15.67 1.66
H -29.59 -14.83 2.40
H -29.12 -16.09 1.28
C -27.04 -9.39 6.01
C -27.27 -10.29 4.78
N -28.50 -9.97 4.00
C -28.38 -8.70 3.26
C -27.39 -8.83 2.11
C -29.73 -10.13 4.88
C -31.00 -10.11 3.97
H -27.17 -8.33 5.78
H -26.02 -9.55 6.37
H -27.66 -9.65 6.87
H -26.47 -10.23 4.05
H -27.31 -11.32 5.12
H -29.32 -8.40 2.78
H -28.14 -7.82 3.85
H -27.37 -9.78 1.59
H -27.46 -8.00 1.41
H -26.37 -8.67 2.45
H -29.81 -9.39 5.67
H -29.72 -11.10 5.38
H -31.85 -10.51 4.51
H -30.92 -10.66 3.03
H -31.26 -9.09 3.68
*
```

- orbital gap (alpha / beta) (eV) = 5.1 / 3.0
- molar mass (g/mol) = 436.59
- HOMO energy (alpha / beta) (Eh) = -0.1210 / -0.1135
- LUMO (alpha / beta) (eV) = 1.854 / -0.082
- ⟨S²⟩ = 0.79
- relative energy (zero: lowest compared OMol25 entry of this formula, charge and spin) (kJ/mol) = 0.00

Here are the Löwdin charges for atoms 1 to 5, given in e: N 0.2944; H 0.0586; H 0.0589; H 0.0618; H 0.0376